C4H8OS | the ωB97M-V functional and the def2-TZVPD basis

HOMO level: -8.64 eV
molecular weight: 104.17 g/mol
energy: -17157.4237 eV
lowest unoccupied orbital energy: 0.893 eV
energy relative to the best compared isomer or geometry (same formula, charge and spin): 69.8 kcal/mol
maximum force: 4.06 eV Å⁻¹
orbital gap: 9.530 eV
SMILES string: CC[C@@H]1O[C@H]1S

Each atom is followed by the atoms it is bonded to, with distances in Å.
Geometry (Å):
1 S -3.3320 0.7094 -0.1001  C4 1.820, H13 1.373
2 O -1.3599 -1.0769 0.3600  C3 1.440, C4 1.349
3 C -0.2867 -0.1556 0.6327  O2 1.440, C4 1.809, C5 1.528, H9 1.091
4 C -1.7263 -0.0695 -0.4586  S1 1.820, O2 1.349, C3 1.809, H10 1.091
5 C 1.0027 -0.5489 -0.0858  C3 1.528, C6 1.582, H7 1.151, H8 1.044
6 C 2.1318 0.5473 0.0751  C5 1.582, H11 1.091, H12 1.124, H14 1.130
7 H 1.3923 -1.5919 0.2076  C5 1.151
8 H 0.8069 -0.5355 -1.1113  C5 1.044
9 H -0.3736 0.5163 1.4880  C3 1.091
10 H -1.3595 -0.0435 -1.4855  C4 1.091
11 H 2.2412 1.0178 1.0529  C6 1.091
12 H 1.7955 1.3464 -0.6407  C6 1.124
13 H -4.1252 -0.3595 0.2355  S1 1.373
14 H 3.1926 0.2442 -0.1697  C6 1.130